52
Properties=species:S:1:pos:R:3:forces:R:3 method="wB97M-V/def2-TZVPD" de_lowest_ev=0.000 homo_lumo_gap_ev=7.31 lumo_ev=-3.27 max_force_ha_per_bohr=0.0505 charge=+1 homo_ev=-10.6
Y -1.04384 1.25284 -0.10752 1.957 -1.375 -1.016
Si 1.55550 -0.42339 -0.37663 1.997 0.413 0.055
N -0.88638 3.59912 0.34746 0.148 1.030 0.018
N -2.49639 2.31727 -1.67805 -0.607 0.350 -0.470
C -2.27997 3.81560 -1.71588 -0.413 -0.789 -0.380
C 2.00338 -1.79101 -2.88445 -0.707 -0.454 0.292
C 2.08722 -2.50284 1.44367 -0.117 -0.273 0.480
C 1.94816 -0.89929 3.72515 0.122 0.339 -0.172
C 0.37559 -3.46535 -3.55825 -0.051 0.135 0.177
C 0.53485 -2.82671 -1.24104 -0.562 -0.108 -0.950
C 1.89511 -0.30740 2.45243 -0.155 -0.754 0.347
C 2.14659 -3.08718 2.71030 0.118 0.315 0.071
C -3.26841 0.67129 0.79208 -0.289 -0.237 1.276
C -1.46153 0.51793 2.23027 -0.661 -0.420 0.045
C 1.43350 -2.60478 -3.86847 -0.140 -0.234 -0.069
C -2.55265 1.35076 1.84141 -0.777 -0.506 -0.100
C -1.51753 -0.66608 1.44348 -0.259 -0.126 0.872
C 2.03970 -2.29105 3.85512 0.005 0.127 -0.245
C -0.08111 -3.58540 -2.23688 0.663 0.271 0.163
C 1.87166 -1.13327 1.31277 -0.009 0.642 0.281
C -2.01942 4.35225 -0.32720 0.775 -0.072 0.729
C 1.50256 -1.86164 -1.58008 0.031 0.119 -0.115
C -2.61312 -0.57417 0.55113 -0.600 0.175 0.413
C 3.12325 0.65452 -0.71717 0.326 -0.956 -0.198
H 2.78762 -1.08080 -3.12883 -0.147 -0.059 -0.071
H 1.87507 0.78544 2.33448 -0.105 -0.474 0.166
H -1.44460 4.01452 -2.39903 -0.148 -0.027 0.220
H -0.91801 -4.22429 -1.96658 0.216 -0.106 -0.211
H 2.19850 -3.12687 0.55272 -0.081 0.194 0.434
H 1.93435 -0.25960 4.61536 0.024 -0.330 -0.304
H -0.76416 0.71109 3.04178 -0.102 -0.057 -0.288
H -3.18106 4.28244 -2.12530 0.265 0.164 -0.005
H -3.45251 2.10033 -1.35286 0.630 0.282 -0.244
H -0.86326 -1.52609 1.57697 -0.113 0.364 -0.199
H 0.01893 3.96678 0.02321 -0.460 -0.080 0.098
H -0.89364 3.78142 1.36115 -0.098 -0.007 -0.583
H 3.07312 1.69468 -0.37778 -0.212 -0.268 -0.077
H 2.28581 -4.16003 2.78729 -0.006 0.085 0.118
H -1.74892 5.41169 -0.38847 -0.285 -0.111 -0.012
H -2.43961 1.91286 -2.61851 -0.081 0.368 0.173
H 3.35276 0.63117 -1.78789 0.245 0.185 0.099
H 2.05927 -2.74661 4.84619 0.014 0.139 -0.290
H 1.02117 1.09391 -0.31214 -0.796 1.400 0.483
H -2.87372 2.26545 2.34315 0.167 -0.271 -0.266
H 1.78446 -2.53209 -4.89461 -0.046 -0.081 0.127
H 3.93097 0.16348 -0.15821 0.153 0.094 -0.358
H -2.90169 4.24930 0.31722 0.172 0.003 -0.211
H -0.12559 -4.03820 -4.33598 0.227 0.123 0.051
H -4.23377 0.98061 0.38500 0.420 -0.069 0.048
H -0.00513 -0.58980 -0.38742 -0.950 0.335 -0.265
H -2.93916 -1.34883 -0.15033 0.224 0.384 0.263
H 0.16610 -2.92397 -0.21422 0.077 0.205 -0.399

***

52
Properties=species:S:1:pos:R:3:forces:R:3 method="wB97M-V/def2-TZVPD" de_lowest_ev=0.231 homo_lumo_gap_ev=6.27 lumo_ev=-0.40 max_force_ha_per_bohr=0.0499 charge=0 homo_ev=-6.7
Zn 1.24100 -0.79394 1.10695 -0.914 0.014 -1.391
Si -0.22048 1.79877 -0.11960 0.458 -0.728 -0.986
N 2.35278 -1.31800 2.72563 0.569 0.071 0.754
N -0.37966 -1.24745 2.41398 -0.120 -0.376 0.615
C 1.08032 3.07325 0.36657 -0.807 0.876 0.593
C 1.95110 0.97693 -4.24476 -0.231 0.003 -0.169
C 0.38312 -1.98485 -0.86367 0.042 -0.845 0.000
C 0.62183 1.54802 -1.85140 -0.359 -0.095 0.167
C -2.65167 0.96447 -1.27718 -0.288 -0.044 0.160
C 0.14238 -1.55675 3.77631 -0.650 0.281 -0.520
C 0.46998 -3.87958 0.43775 0.445 0.147 -0.207
C -2.82424 2.88166 0.18813 -0.856 -0.532 -0.321
C 1.76170 -2.18407 -0.45665 -0.376 -0.588 -0.158
C 1.79215 -3.39775 0.32544 -0.645 0.021 -0.270
C 1.53041 -2.13522 3.67827 0.678 0.041 -0.279
C -0.39910 -3.00951 -0.28259 0.547 0.113 -0.432
C -4.02502 0.73758 -1.15534 0.095 0.113 -0.041
C 0.63924 1.46059 -4.26441 -0.153 0.030 0.028
C 1.97363 1.16625 -1.84528 -0.060 -0.172 -0.490
C -4.20418 2.65688 0.30464 0.338 0.118 -0.200
C 2.62637 0.84722 -3.02832 0.057 0.081 0.120
C -2.03862 1.99903 -0.56280 -0.156 0.973 -0.214
C -0.03813 1.75610 -3.06605 0.763 -0.360 -0.260
C -4.80404 1.58212 -0.36346 0.038 0.021 0.148
H -4.48316 -0.11133 -1.66591 0.081 0.279 0.053
H 0.17367 -4.82010 0.90206 0.087 0.314 0.013
H -5.88074 1.40241 -0.26961 0.440 0.087 0.012
H -1.04729 -0.48586 2.47316 0.031 0.163 -0.235
H -1.07292 2.12015 -3.08507 0.477 -0.210 -0.020
H 0.56414 0.41842 0.11677 2.207 -1.119 0.670
H -0.78168 0.93757 0.99220 -0.715 1.046 1.054
H 2.65822 -0.46148 3.18497 0.084 -0.167 0.129
H 2.62447 -1.71180 -0.93822 -0.345 -0.191 0.158
H -2.04417 0.31081 -1.91043 -0.211 0.078 0.286
H 0.10015 1.58104 -5.20964 0.324 -0.058 0.235
H -1.46524 -3.18462 -0.45324 0.406 0.198 0.116
H 1.28395 3.69973 -0.51838 -0.062 -0.282 0.405
H 0.06844 -1.27176 -1.63141 0.052 -0.093 0.575
H 1.48347 -3.15593 3.28648 0.097 0.212 -0.027
H 3.65421 0.47179 -2.98264 -0.319 0.214 -0.192
H 2.00965 -2.13553 4.66175 -0.105 -0.195 -0.071
H -0.89516 -2.04650 2.03195 0.389 0.161 -0.125
H -2.35151 3.72965 0.68073 -0.172 -0.164 0.137
H 0.14911 -0.62053 4.34457 0.012 -0.147 -0.013
H 3.20074 -1.82116 2.44682 -0.461 0.129 0.077
H -4.80457 3.32056 0.92260 0.005 -0.072 -0.148
H 0.69288 3.72276 1.15668 0.374 0.105 0.150
H 2.69488 -3.92553 0.63324 -0.231 0.220 0.104
H 2.53967 1.08347 -0.90307 -0.476 -0.113 -0.392
H 2.45079 0.68700 -5.17416 -0.225 0.167 0.295
H -0.51649 -2.27146 4.27882 0.141 0.159 0.141
H 2.01364 2.59651 0.68685 -0.301 0.120 -0.034

***

56
Properties=species:S:1:pos:R:3:forces:R:3 method="wB97M-V/def2-TZVPD" de_lowest_ev=1.781 homo_lumo_gap_ev=8.58 smiles="C[C@@H]1ON=C(C(=O)NCC[C@H]2CCCN(C(=O)c3ccc(N)c(O)c3)C2)[C@H]1C" lumo_ev=0.74 max_force_ha_per_bohr=0.0039 charge=0 homo_ev=-7.8
O 1.70982 -5.46446 -4.51983 0.002 0.009 0.011
O -5.25061 5.23346 2.83901 0.018 -0.014 -0.012
O -1.99329 2.31554 0.15554 -0.005 0.005 -0.011
O 2.31614 -1.60956 -2.23219 -0.008 0.003 -0.005
N -0.37240 1.88030 1.68593 -0.057 -0.028 -0.015
N -3.66007 6.86497 4.22107 -0.025 -0.078 0.186
N 1.08547 -4.52071 -3.73511 0.007 -0.013 -0.015
N 0.21200 -2.45969 -2.15528 -0.012 0.036 -0.003
C -1.70772 5.62582 3.47218 -0.018 -0.017 0.065
C -0.33177 -0.87184 2.54146 -0.018 0.004 -0.001
C 3.31566 -3.85282 -3.88084 -0.003 0.003 -0.013
C 4.24075 -4.25783 -2.73430 -0.002 0.002 -0.005
C -0.16829 1.57738 3.10135 0.014 0.001 -0.012
C 0.04035 -1.59949 0.15968 -0.009 -0.005 -0.005
C 3.02963 -4.96527 -4.89229 -0.016 -0.014 0.019
C 1.50176 -2.46675 -2.53957 0.035 -0.033 -0.002
C -0.81846 0.24398 3.46171 -0.002 -0.003 -0.019
C -1.99375 3.68071 2.08195 -0.026 0.014 0.000
C -3.90531 4.95744 2.79265 -0.008 0.047 0.042
C -1.16930 4.55543 2.77446 0.000 0.007 -0.013
C -1.47488 2.56606 1.23369 0.054 -0.013 0.041
C -3.08290 5.83802 3.51302 0.026 0.020 -0.168
C -3.36987 3.90714 2.08452 0.010 -0.001 -0.013
C 1.91441 -3.61829 -3.39918 -0.020 0.021 0.013
C -0.31662 -1.40281 -1.31051 -0.004 -0.013 0.000
C -0.51396 -0.50765 1.06729 0.017 0.004 0.010
C 0.15424 0.84304 0.80526 -0.007 0.016 0.015
C 2.98086 -4.49357 -6.32962 0.006 0.003 0.004
H 2.28318 -3.66025 -6.43002 0.000 0.001 0.000
H 4.31369 -3.45312 -2.00442 0.001 -0.001 0.001
H 0.01111 1.17124 -0.21985 0.000 0.001 0.001
H -0.09565 4.41938 2.74897 -0.003 0.009 -0.007
H 3.96953 -4.15797 -6.64750 -0.002 0.000 -0.004
H -0.85647 -1.80477 2.76268 0.004 0.000 0.005
H -4.61123 7.10849 4.01266 0.014 0.011 -0.014
H 3.86237 -5.15165 -2.23475 -0.004 -0.001 -0.002
H -0.37146 -3.22142 -2.46002 0.005 -0.010 0.008
H 3.70420 -2.95957 -4.37245 0.009 -0.003 0.003
H -0.60625 0.00425 4.50611 0.006 0.002 0.002
H -4.01094 3.25311 1.50343 0.005 -0.004 -0.001
H -5.72020 4.61742 2.26837 -0.004 0.002 0.002
H -3.07174 7.57920 4.60700 -0.008 0.044 -0.088
H 2.65660 -5.29893 -6.98716 -0.001 -0.001 -0.001
H -1.39967 -1.38083 -1.43766 0.000 0.006 -0.003
H -0.34458 -2.57061 0.48661 0.000 -0.001 0.000
H 3.71056 -5.80889 -4.77374 0.008 0.005 -0.011
H -0.57121 2.37832 3.71302 0.001 -0.029 0.002
H -1.05554 6.31505 3.99559 0.003 -0.001 -0.002
H 0.91074 1.52725 3.27960 0.004 0.008 0.013
H -1.58529 -0.38329 0.86624 -0.002 0.002 -0.002
H 1.22967 0.75698 0.99631 0.005 -0.004 -0.005
H 5.24014 -4.47550 -3.11353 0.001 0.002 0.004
H -1.90438 0.35093 3.36930 0.001 0.002 0.002
H 0.73352 -1.05713 2.72768 0.004 -0.001 -0.004
H 1.12993 -1.64081 0.25280 0.002 0.002 0.002
H 0.07748 -0.45544 -1.67732 0.003 -0.003 0.000